[1]
Density functional theory data (ωB97M-V with the def2-TZVPD basis set) for the molecule C19H14F4O5 in a non-equilibrium geometry.

Positions of all 42 atoms, in Å:
1 O -6.99928 0.28150 1.16513
2 C -6.45841 -0.32191 0.27706
3 O -7.02466 -1.34850 -0.31133
4 C -4.99992 0.03884 -0.00484
5 C -4.07070 -0.93462 0.70418
6 C -4.12694 -0.94397 2.22329
7 O -2.94129 -0.27061 2.76268
8 C -2.09670 -0.11130 1.71901
9 C -0.86081 0.48682 1.70019
10 C -0.12771 0.64252 0.53764
11 C -0.64195 0.15566 -0.67014
12 C -1.94121 -0.41956 -0.66555
13 C -2.65208 -0.49242 0.51240
14 O 0.04117 0.24959 -1.84229
15 C 1.02937 1.31928 -1.86928
16 C 1.83416 1.45493 -0.54918
17 C 3.01237 0.52693 -0.54972
18 C 2.89277 -0.87888 -0.75715
19 C 4.02117 -1.70432 -0.70892
20 F 3.93135 -3.05317 -0.81200
21 C 5.29487 -1.16587 -0.55394
22 C 5.45276 0.22722 -0.47579
23 C 6.81791 0.81651 -0.26271
24 F 6.83286 2.16423 -0.46664
25 F 7.22058 0.54812 1.02538
26 F 7.73709 0.26068 -1.07941
27 C 4.31598 1.03715 -0.43227
28 O 1.09748 1.25055 0.65932
29 H -7.92772 -1.39603 0.01369
30 H -4.75746 1.04895 0.31544
31 H -4.78391 0.00516 -1.10496
32 H -4.23133 -1.91735 0.28182
33 H -4.97629 -0.42743 2.59712
34 H -4.19162 -1.97491 2.60112
35 H -0.44441 0.83174 2.64287
36 H -2.35770 -0.79304 -1.59915
37 H 1.73871 1.17139 -2.69071
38 H 0.50164 2.22329 -2.07857
39 H 2.23024 2.49208 -0.54132
40 H 1.90052 -1.30673 -0.92636
41 H 6.17125 -1.84292 -0.53429
42 H 4.53785 2.07038 -0.25178

Atoms 1-6, force components in eV/Å:
-0.99 0.32 0.40
1.50 1.71 1.49
0.40 -0.84 -1.35
-0.36 -0.59 -1.77
0.72 0.01 -0.27
0.11 -0.58 0.58

Output
Total energy   -1508.10011 Eh
SMILES string   O=C(O)C[C@@H]1COc2cc3c(cc21)OC[C@H](c1cc(F)cc(C(F)(F)F)c1)O3
Largest force on an atom   2.7 eV/Å

***

[2]
Density functional theory data (ωB97M-V with the def2-TZVPD basis set) for C19H14F6N2O10ReS2 as an isolated structure.

Positions of all 54 atoms, in Å:
1 Re -1.05997 0.15785 0.62213
2 O 0.91621 -6.04556 2.50588
3 C 1.65563 -5.11273 2.87206
4 O 2.78132 -5.06246 3.37664
5 C 1.02938 -3.73735 2.54587
6 C 1.83448 -2.64790 2.24603
7 C 1.26887 -1.49681 1.73827
8 N -0.05517 -1.38771 1.57311
9 C -0.85093 -2.40512 1.96974
10 C -0.35759 -3.58872 2.44118
11 C -2.29338 -2.12851 1.80042
12 O -3.21582 -2.77540 2.14936
13 O -2.50308 -0.90236 1.13121
14 H 2.90423 -2.73884 2.38515
15 H 1.86402 -0.65050 1.41660
16 H -1.00879 -4.41919 2.68044
17 F -1.31582 5.25399 1.62621
18 C -0.61319 4.15066 1.54220
19 F 0.08574 4.11819 0.42349
20 F 0.18916 4.02919 2.58337
21 S -1.79373 2.69212 1.56318
22 O -0.94714 1.56214 2.12515
23 O -2.95115 3.08154 2.27173
24 N -1.93146 2.06904 0.09436
25 S -2.94588 2.70032 -1.04669
26 O -2.61258 2.07144 -2.27188
27 O -2.98096 4.11002 -0.84318
28 C -4.63016 2.03260 -0.54725
29 F -5.21381 1.53046 -1.62109
30 F -4.48823 1.07651 0.36567
31 F -5.35904 3.01418 -0.05167
32 C -1.61986 -6.37555 -0.04437
33 C -1.15103 -5.04862 -0.56566
34 C -2.05736 -4.08454 -0.99913
35 C -1.64796 -2.83307 -1.43847
36 C -2.67028 -1.85052 -1.95829
37 C -0.27277 -2.56263 -1.45038
38 C 0.67142 -3.53341 -1.08857
39 C 2.15383 -3.30446 -1.21165
40 C 0.20688 -4.75854 -0.62489
41 C 0.22118 -1.22083 -1.84075
42 O 0.97377 -0.90032 -2.69047
43 O -0.30793 -0.17605 -1.01099
44 H -2.70742 -6.41830 0.01137
45 H -1.20762 -6.56089 0.94978
46 H -1.27652 -7.18658 -0.68897
47 H -3.11748 -4.31448 -0.99300
48 H -3.65434 -2.31479 -1.98576
49 H -2.42453 -1.51942 -2.96905
50 H -2.75620 -0.95440 -1.34057
51 H 2.45231 -2.28758 -0.95920
52 H 2.47310 -3.47698 -2.24089
53 H 2.69745 -3.99205 -0.56522
54 H 0.92489 -5.49659 -0.28247

Atoms 1-6, force components in eV/Å:
0.38 -0.02 0.35
0.05 -0.02 0.04
-0.04 -0.04 -0.03
-0.08 -0.03 -0.05
-0.04 0.03 0.03
0.03 0.01 0.01

Output
⟨S²⟩   0.758
ΔE to the lowest compared entry with this formula, charge and spin   0.00 kcal/mol
Largest force on an atom   0.5 eV/Å
Multiplicity   2

***

[3]
Density functional theory data (ωB97M-V with the def2-TZVPD basis set) for C19H14F6O5PbS as an isolated structure.

Positions of all 46 atoms, in Å:
1 Pb 0.16350 0.46260 0.14162
2 O -2.87181 2.08953 -3.22457
3 C -2.87160 0.93180 -2.93635
4 O -1.67226 0.26259 -2.74038
5 C -3.98680 0.00919 -2.72091
6 C -5.33936 0.29789 -2.86295
7 C -6.25504 -0.70840 -2.62885
8 C -5.82668 -1.97655 -2.23103
9 C -4.48381 -2.27042 -2.07618
10 C -3.56822 -1.26237 -2.34529
11 S -1.82761 -1.33407 -2.29847
12 H -5.63734 1.29976 -3.14257
13 H -7.31254 -0.51813 -2.75120
14 H -6.56216 -2.74600 -2.03634
15 H -4.16218 -3.25145 -1.75295
16 C 2.98250 -2.12861 2.70423
17 C 2.53238 -0.90386 1.94290
18 O 1.49111 -1.05578 1.26982
19 C 3.32683 0.29475 2.00607
20 C 4.45896 0.32213 2.85981
21 C 5.35291 1.35295 2.85150
22 C 5.15785 2.42798 1.96758
23 C 4.05369 2.46965 1.16529
24 C 3.08129 1.43386 1.17551
25 O 2.04774 1.59673 0.40901
26 H 2.32366 -2.95322 2.44683
27 H 2.91373 -1.95063 3.77840
28 H 4.00986 -2.38967 2.45616
29 H 4.61594 -0.49361 3.55146
30 H 6.20864 1.33997 3.51281
31 H 5.88253 3.23200 1.93354
32 H 3.85883 3.29677 0.49564
33 C -2.25306 2.57196 2.28730
34 C -1.47904 1.40618 2.91951
35 O -0.94464 0.54748 2.01370
36 C -2.46550 0.59978 3.80564
37 F -3.37406 -0.00957 3.01944
38 F -3.15289 1.39000 4.65972
39 F -1.86880 -0.35292 4.53391
40 C -0.35014 1.99791 3.80077
41 F 0.50517 2.69257 3.02120
42 F -0.81626 2.84975 4.73712
43 F 0.37241 1.06061 4.42944
44 H -3.06033 2.16051 1.68341
45 H -1.57289 3.12985 1.64417
46 H -2.66604 3.23955 3.04011

Atoms 1-6, force components in eV/Å:
0.04 0.07 0.30
-0.01 -0.06 0.00
-0.01 0.25 -0.04
0.09 0.07 0.00
0.01 -0.36 0.07
0.10 0.05 0.04

Output
ΔE to the lowest compared entry with this formula, charge and spin   0.00 kcal/mol
Largest force on an atom   0.5 eV/Å